Entry 1:
Below is a molecular structure, C30H28F5N2O2RhSSi in a non-equilibrium geometry, with properties calculated with wB97M-V/def2-TZVPD.

Values from the calculation:
Kohn-Sham gap (spin up / spin down) = 6.03 / 6.03 eV
ΔE to the lowest compared entry with this formula, charge and spin = 50.5 kcal per mole
2S+1 = 1
Maximum force = 2.2 eV Å⁻¹

Each line ends with the natural charge from an NBO analysis.
Element x y z (Å)
Rh 0.63 -1.19 -0.18  0.86
C 0.92 0.37 -1.55  -0.90
Si 0.28 1.95 -0.75  1.57
C -1.62 2.05 -1.07  -0.62
N -2.39 0.85 -0.85  -0.48
C -2.90 0.05 -1.95  -0.23
C -4.37 -0.30 -1.67  -0.40
C -4.59 -0.45 -0.15  -0.40
C -3.30 -0.93 0.53  -0.41
C -2.23 0.16 0.38  -0.13
C 0.53 2.16 1.11  -0.51
C -0.41 2.84 1.90  -0.15
C -0.20 3.05 3.25  -0.24
C 0.96 2.58 3.86  -0.20
C 1.92 1.93 3.10  -0.21
C 1.70 1.73 1.74  -0.20
C 0.83 3.56 -1.54  -0.48
C 0.79 3.73 -2.93  -0.13
C 1.09 4.95 -3.51  -0.24
C 1.43 6.04 -2.72  -0.21
C 1.48 5.89 -1.34  -0.20
C 1.18 4.66 -0.75  -0.20
H 2.00 0.31 -1.68  0.24
H 0.40 0.10 -2.48  0.23
H -1.74 2.37 -2.11  0.23
H -1.98 2.88 -0.44  0.20
H -2.32 -0.87 -2.05  0.20
H -2.80 0.61 -2.88  0.20
H -4.63 -1.22 -2.20  0.19
H -5.02 0.49 -2.05  0.20
H -5.41 -1.15 0.05  0.21
H -4.86 0.51 0.27  0.20
H -2.96 -1.85 0.07  0.21
H -3.47 -1.13 1.59  0.22
H -1.19 -0.34 0.44  0.09
H -2.25 0.87 1.21  0.21
H -1.31 3.23 1.45  0.20
H -0.93 3.59 3.84  0.21
H 1.12 2.74 4.92  0.21
H 2.83 1.57 3.56  0.21
H 2.47 1.23 1.16  0.24
H 0.53 2.89 -3.56  0.19
H 1.06 5.06 -4.59  0.21
H 1.66 6.99 -3.17  0.21
H 1.74 6.73 -0.71  0.21
H 1.23 4.56 0.32  0.22
O -0.96 -2.31 -1.23  -0.61
N -0.84 -3.62 -1.32  0.03
C -1.93 -4.34 -1.64  0.03
C -1.88 -5.70 -1.75  -0.26
C -0.66 -6.35 -1.54  -0.16
C 0.45 -5.60 -1.22  -0.22
C 0.35 -4.21 -1.09  0.01
S 1.68 -3.22 -0.63  0.05
H -2.83 -3.76 -1.80  0.24
H -2.77 -6.25 -2.00  0.24
H -0.58 -7.42 -1.61  0.23
H 1.42 -6.04 -1.06  0.24
F 4.60 -3.64 4.70  -0.29
C 4.09 -2.96 3.67  0.24
C 4.88 -2.61 2.59  0.26
F 6.16 -2.99 2.57  -0.29
C 4.35 -1.90 1.53  0.31
F 5.15 -1.58 0.51  -0.30
C 3.01 -1.49 1.49  0.20
O 2.56 -0.78 0.47  -0.72
C 2.24 -1.90 2.59  0.24
F 0.92 -1.65 2.56  -0.32
C 2.75 -2.60 3.66  0.28
F 1.96 -2.95 4.67  -0.29

***

Entry 2:
Below is 5 unconnected molecules or ions with the total composition C30H28IN4O16 in a non-equilibrium geometry, with properties calculated with wB97M-V/def2-TZVPD.

Values from the calculation:
Total charge = +1
Kohn-Sham gap = 7.01 eV
2S+1 = 1
Maximum force = 6.0 eV Å⁻¹

Each line ends with the Mulliken charge.
Element x y z (Å)
C -1.57 2.81 3.93  -1.17
C -2.28 1.41 3.50  0.46
C -3.69 1.85 2.83  -1.37
C -1.41 0.57 2.46  -0.79
N 0.06 0.82 2.54  0.12
C 0.82 0.39 1.50  0.07
N 2.24 0.69 1.58  -0.43
C 2.71 0.14 0.33  -0.14
I 4.75 0.20 -0.44  0.24
N 1.59 -0.45 -0.35  0.03
N 0.41 -0.31 0.33  0.19
H -0.86 2.54 4.77  0.28
H -2.33 3.60 4.19  0.37
H -0.93 3.12 3.04  0.25
H -2.49 0.76 4.41  0.31
H -4.43 1.00 2.77  0.33
H -3.50 2.37 1.83  0.34
H -4.15 2.65 3.52  0.38
H -1.61 -0.55 2.50  0.33
H -1.74 0.91 1.41  0.30
H 0.57 1.28 3.30  0.32
H 1.64 -0.93 -1.26  0.06
H -0.54 -0.60 0.09  0.47
C -0.98 -1.37 -4.99  -0.83
C -0.84 -1.22 -3.68  0.29
C -1.99 -1.43 -2.75  1.05
O -1.81 -1.30 -1.54  -0.61
C -3.29 -1.78 -3.32  -0.99
C -3.43 -1.92 -4.64  0.26
C -2.28 -1.74 -5.57  0.93
O -2.43 -1.90 -6.77  -0.53
O -4.63 -2.24 -5.19  -0.55
O 0.35 -0.88 -3.12  -0.60
H -0.16 -1.22 -5.68  0.51
H -4.11 -1.91 -2.63  0.45
H -4.47 -2.29 -6.15  0.35
H 0.17 -0.84 -2.16  0.23
C -0.33 6.37 8.77  -0.85
C -0.49 5.27 8.02  0.37
C 0.11 5.17 6.66  0.83
O -0.03 4.15 6.00  -0.51
C 0.86 6.33 6.15  -0.95
C 1.01 7.42 6.90  0.39
C 0.44 7.51 8.27  0.87
O 0.61 8.52 8.93  -0.59
O 1.70 8.50 6.44  -0.56
O -1.20 4.20 8.46  -0.57
H -0.76 6.45 9.76  0.43
H 1.28 6.25 5.15  0.43
H 1.67 9.15 7.17  0.35
H -1.16 3.55 7.74  0.32
C 2.52 -2.89 2.72  -0.34
C 1.78 -2.90 3.82  0.00
C 1.75 -4.07 4.73  0.80
O 1.06 -4.03 5.74  -0.61
C 2.56 -5.24 4.37  -0.96
C 3.32 -5.23 3.27  0.33
C 3.36 -4.04 2.37  0.91
O 4.07 -4.05 1.38  -0.62
O 4.07 -6.30 2.92  -0.55
O 1.01 -1.83 4.13  -0.42
H 2.55 -2.03 2.06  0.48
H 2.52 -6.09 5.04  0.43
H 4.52 -6.04 2.09  0.35
H 0.55 -2.07 4.96  0.33
C 1.68 -2.24 -11.16  -0.88
C 1.81 -2.10 -9.84  0.37
C 0.67 -2.31 -8.91  0.97
O 0.83 -2.18 -7.71  -0.60
C -0.63 -2.65 -9.49  -0.91
C -0.77 -2.80 -10.81  0.44
C 0.38 -2.61 -11.74  0.80
O 0.22 -2.77 -12.94  -0.59
O -1.97 -3.11 -11.36  -0.56
O 3.01 -1.75 -9.29  -0.57
H 2.50 -2.10 -11.85  0.42
H -1.46 -2.78 -8.81  0.42
H -1.81 -3.16 -12.33  0.35
H 2.84 -1.71 -8.33  0.34

***

Entry 3:
Below is a molecular structure, C30H28IrN5O6, with properties calculated with wB97M-V/def2-TZVPD.

Values from the calculation:
Total charge = +3
Kohn-Sham gap (spin up / spin down) = 5.33 / 5.35 eV
ΔE to the lowest compared entry with this formula, charge and spin = 69.3 kcal per mole
<S²> = 8.8168
2S+1 = 6
Maximum force = 0.7 eV Å⁻¹

Each line ends with the Löwdin spin population.
Element x y z (Å)
Ir -1.87 -0.19 -0.11  2.45
O -3.60 -4.16 -0.45  0.00
C -2.97 -3.04 -0.19  0.01
O -2.70 -2.18 -1.00  0.10
C -2.57 -2.88 1.25  0.00
C -2.61 -3.90 2.18  0.00
C -2.16 -3.63 3.46  0.00
C -1.68 -2.36 3.75  0.00
C -1.68 -1.40 2.76  0.00
N -2.13 -1.66 1.53  0.04
C -1.09 -0.02 2.88  0.01
O -0.91 0.53 4.05  0.00
O -0.75 0.56 1.87  0.09
H -3.82 -4.23 -1.39  0.00
H -2.98 -4.88 1.90  0.00
H -2.17 -4.40 4.22  0.00
H -1.31 -2.14 4.74  0.00
H -1.31 0.05 4.79  0.00
C -5.29 0.30 0.52  0.01
O -4.08 0.76 -0.11  0.14
C -4.16 1.72 -1.06  0.15
C -5.34 2.29 -1.46  0.00
C -5.33 3.29 -2.43  0.22
C -4.12 3.71 -3.02  0.03
C -2.94 3.17 -2.63  0.09
C -2.91 2.15 -1.62  0.14
N -1.75 1.63 -1.17  0.37
N -0.67 2.36 -1.59  0.22
C 0.60 2.12 -1.59  0.07
C 1.37 0.91 -1.29  0.21
O 0.60 -0.22 -0.87  0.09
C 2.73 0.85 -1.45  0.04
C 3.46 1.94 -1.89  0.25
C 2.82 3.16 -2.18  0.01
C 3.57 4.27 -2.63  0.08
C 2.95 5.46 -2.91  -0.01
C 1.58 5.58 -2.74  0.07
C 0.82 4.50 -2.31  0.02
C 1.42 3.28 -2.03  0.04
H -5.98 -0.11 -0.22  0.00
H -5.76 1.11 1.07  0.00
H -4.99 -0.48 1.22  0.00
H -6.28 1.98 -1.02  0.00
H -6.26 3.74 -2.73  0.01
H -4.14 4.48 -3.78  0.00
H -2.01 3.47 -3.08  0.00
H 3.27 -0.07 -1.29  0.00
H 4.53 1.86 -2.02  0.01
H 4.64 4.16 -2.74  0.00
H 3.53 6.31 -3.26  0.00
H 1.08 6.52 -2.95  0.00
H -0.24 4.61 -2.17  0.00
N 1.17 -1.21 -0.13  0.01
C 2.33 -1.50 0.06  0.01
N 3.41 -1.94 0.54  0.00
C 4.22 -3.01 -0.15  0.00
C 4.30 -4.22 0.77  0.00
C 4.81 -3.83 2.16  0.00
C 3.96 -2.72 2.78  0.00
C 3.93 -1.50 1.88  0.00
H 5.21 -2.58 -0.31  0.00
H 3.77 -3.23 -1.11  0.00
H 4.96 -4.95 0.30  0.00
H 3.31 -4.68 0.85  0.00
H 5.85 -3.50 2.09  0.00
H 4.81 -4.71 2.81  0.00
H 4.36 -2.41 3.75  0.00
H 2.94 -3.08 2.95  0.00
H 4.93 -1.12 1.70  0.00
H 3.31 -0.69 2.24  0.00